No. 1
# C4H6MgNaO2

A molecular structure, C4H6MgNaO2 in a non-equilibrium geometry (the ωB97M-V functional and the def2-TZVPD basis, the Open Molecules 2025 dataset).

Structure (XYZ):
```
14
Properties=species:S:1:pos:R:3:mulliken_spin:R:1
O 2.58133 0.03867 0.22129 0.048
C 1.76794 0.80519 0.53817 -0.049
C 0.46960 1.10491 0.82900 0.031
Na 4.27153 0.34554 -1.49000 0.081
Mg 1.27951 -0.92443 -1.53332 0.779
H 0.16881 0.83455 1.83594 -0.001
H 0.14624 2.10301 0.55425 -0.003
C -1.58109 -1.00158 0.14911 0.087
C -0.68921 -0.10000 -0.69415 0.031
O -2.41893 -0.34230 0.97886 0.026
H -1.69430 -2.07356 -0.00939 0.002
H -0.63941 -0.70140 -1.61158 -0.034
H -0.66033 0.83689 -1.24622 0.003
H -3.00168 -0.92550 1.47803 0.000
```

**HOMO energy (spin up / spin down)**: -14.75 / -16.09 eV
**Kohn-Sham gap (spin up / spin down)**: 6.88 / 6.77 eV
**Total charge**: +2
**Spin multiplicity**: 2
**Energy above the lowest of the compared OMol25 structures with the same formula, charge and spin**: 0.000 eV
**E**: -18180.17830 eV

***

No. 2
# C35H54BrN8O7P2

7 unconnected molecules or ions with the total composition C35H54BrN8O7P2 in a non-equilibrium geometry (the ωB97M-V functional and the def2-TZVPD basis, the Open Molecules 2025 dataset).

Structure (XYZ):
```
107
Properties=species:S:1:pos:R:3:lowdin_charge:R:1
C -2.66250 4.16450 1.38479 -0.074
C -2.47879 2.55954 1.36604 -0.297
O -1.96071 2.09032 2.64202 -0.257
P -0.88225 0.76330 2.34713 0.706
O -0.47915 0.15903 3.69748 -0.335
C 0.70360 1.48728 1.57404 -0.173
C 1.23030 2.62381 2.61684 -0.190
C 2.57216 3.33677 2.12947 -0.341
C 2.55478 3.86020 0.60150 -0.119
C 1.19233 4.52263 0.09933 -0.198
C 0.74793 4.12949 -1.41038 -0.267
N 1.02086 2.70671 -1.78222 -0.029
C 3.67932 2.11916 2.09849 -0.505
O 3.53571 1.03614 2.76381 -0.090
O 4.86779 2.25306 1.36832 -0.184
N 3.18068 4.34452 3.05451 -0.358
O 4.11708 3.76139 3.86027 -0.084
P 2.09685 5.41299 3.90953 0.687
O 0.71438 5.84752 2.94081 -0.396
Br 1.11924 4.31264 5.70528 0.233
O -1.71792 -0.29384 1.30551 -0.258
C -0.90939 -0.69562 0.16978 -0.295
C 0.27033 -1.75020 0.56003 -0.085
H -2.52332 4.49685 2.47081 0.081
H -3.66947 4.50536 0.93654 0.081
H -1.85238 4.65452 0.71996 0.060
H -1.80719 2.23543 0.47927 0.102
H -3.50860 2.10699 1.16850 0.119
H 1.46718 0.65936 1.39966 0.108
H 0.36684 1.98580 0.59857 0.058
H 0.33419 3.30846 2.78993 0.066
H 1.37890 2.04869 3.61045 0.103
H 3.37398 4.67618 0.54124 0.127
H 2.94494 3.01080 -0.07673 0.116
H 0.27642 4.36437 0.75843 0.059
H 1.36472 5.66892 0.07338 0.111
H -0.40639 4.25100 -1.43024 0.104
H 1.15566 4.89575 -2.15428 0.105
H 1.78801 2.75112 -2.47907 0.074
H 0.22728 2.26063 -2.26145 0.037
H 3.67841 3.31679 4.63804 0.096
H -0.06890 5.37952 3.33551 0.015
H -0.51733 0.17371 -0.46993 0.093
H -1.61508 -1.29303 -0.52800 0.121
H -0.15136 -2.80715 0.35258 0.072
H 1.19526 -1.64870 -0.10281 0.081
H 0.49171 -1.70259 1.68528 0.081
N 0.27313 4.73693 9.28808 0.006
C -0.58206 4.07822 10.12954 -0.142
C -0.66564 4.79722 11.29732 -0.126
C 0.16599 5.93500 11.15201 -0.126
C 0.72994 5.87221 9.90076 -0.142
H 0.52673 4.43362 8.36043 0.038
H -1.05504 3.15639 9.82642 0.106
H -1.26042 4.53385 12.15971 0.085
H 0.33317 6.71406 11.88144 0.085
H 1.41601 6.53523 9.39565 0.106
N 2.06526 -4.83771 -0.65339 0.013
C 1.13228 -5.79246 -0.34985 -0.141
C 0.70582 -6.35856 -1.52653 -0.119
C 1.41215 -5.72545 -2.57858 -0.128
C 2.24581 -4.79347 -2.00923 -0.143
H 2.54516 -4.25787 0.01760 0.149
H 0.85190 -5.98516 0.67462 0.110
H -0.03176 -7.14224 -1.61926 0.088
H 1.32146 -5.92942 -3.63594 0.070
H 2.94908 -4.10375 -2.45122 0.105
N -1.45102 1.17383 -4.61269 -0.002
C -2.22529 0.74860 -3.56583 -0.144
C -3.52551 1.10436 -3.82849 -0.109
C -3.53742 1.76354 -5.08274 -0.114
C -2.24401 1.78919 -5.54426 -0.143
H -0.45393 1.05213 -4.68633 0.142
H -1.78489 0.23219 -2.72596 0.089
H -4.37424 0.91048 -3.18928 0.092
H -4.39729 2.17332 -5.59194 0.090
H -1.82050 2.19204 -6.45187 0.104
N 2.73628 -2.06080 4.98904 0.018
C 2.97083 -3.27248 5.58428 -0.164
C 4.03139 -3.86247 4.94002 -0.141
C 4.45529 -2.97042 3.92236 -0.124
C 3.63882 -1.86602 3.97926 -0.121
H 2.01161 -1.41196 5.25368 0.145
H 2.36372 -3.60965 6.41111 0.095
H 4.45572 -4.82794 5.17569 0.078
H 5.26778 -3.11908 3.22612 0.083
H 3.62091 -0.96046 3.38864 0.078
N 0.13692 -5.08806 -6.39305 0.020
C -0.79588 -6.04335 -6.08970 -0.136
C -1.22154 -6.60930 -7.26752 -0.149
C -0.51490 -5.97598 -8.31988 -0.118
C 0.31772 -5.04438 -7.75021 -0.130
H 0.61642 -4.50836 -5.72235 0.143
H -1.07681 -6.23656 -5.06525 0.112
H -1.95905 -7.39346 -7.36084 0.102
H -0.60510 -6.17968 -9.37683 0.096
H 1.02075 -4.35470 -8.19224 0.108
N -3.75035 -4.74414 -7.65143 0.017
C -3.89857 -3.71652 -8.54278 -0.141
C -5.20169 -3.28433 -8.48008 -0.124
C -5.86221 -4.07758 -7.51029 -0.124
C -4.94058 -4.96789 -7.01387 -0.143
H -2.89425 -5.25773 -7.48852 0.083
H -3.06675 -3.38279 -9.14463 0.103
H -5.63082 -2.48503 -9.06644 0.086
H -6.89678 -4.00528 -7.20796 0.086
H -5.02981 -5.74007 -6.26453 0.103
```

**HOMO energy**: -4.82 eV
**Kohn-Sham gap**: 6.40 eV
**Total charge**: -1
**Spin multiplicity**: 1
**Energy above the lowest of the compared OMol25 structures with the same formula, charge and spin**: 4.920 eV
**E**: -152042.65015 eV

***

No. 3
# C4H18N2O5S

5 unconnected molecules or ions with the total composition C4H18N2O5S in a non-equilibrium geometry (the ωB97M-V functional and the def2-TZVPD basis, the Open Molecules 2025 dataset).

Structure (XYZ):
```
30
Properties=species:S:1:pos:R:3:nbo_charge:R:1
C 1.06229 -1.74552 -0.21925 -0.225
N 1.03472 -3.22945 -0.21935 -0.870
C 0.22739 -1.18794 -1.40017 -0.049
C 1.25047 -0.49993 -2.36431 -0.533
S 2.49802 -1.66471 -3.01449 -0.739
N -0.71748 -0.20401 -0.79437 -0.709
C -1.19918 0.93499 -1.49022 0.103
O -1.19685 2.19795 -0.80044 -0.823
H 2.09245 -1.38830 -0.32639 0.203
H 0.58191 -1.46550 0.72439 0.180
H 1.89440 -3.70252 0.03168 0.345
H 0.84373 -3.59694 -1.14127 0.357
H -0.30245 -2.09401 -1.75217 0.162
H 1.69328 0.25601 -1.72942 0.178
H 0.77436 0.04845 -3.18536 0.177
H -0.75245 -0.23652 0.20912 0.397
H -0.59977 1.11235 -2.41555 0.169
H -2.28037 0.79023 -1.73491 0.108
H -1.98986 1.51694 2.26510 0.504
H -0.32263 1.98887 2.87463 0.439
O -1.06025 1.45736 3.21049 -1.181
H -0.29649 0.01473 3.61381 0.518
H 1.20581 -0.47856 3.50133 0.451
O 0.32934 -0.73764 3.82126 -1.026
H 0.83748 1.80732 -0.47642 0.484
H 0.63144 3.06870 0.08682 0.470
O 1.36319 2.44397 0.02225 -0.968
H -3.16008 0.84193 1.35911 0.447
H -1.79349 2.09433 0.01253 0.517
O -2.64896 1.65743 1.33158 -1.087
```

**HOMO energy**: -0.50 eV
**Kohn-Sham gap**: 6.13 eV
**Total charge**: -2
**Spin multiplicity**: 1
**Energy above the lowest of the compared OMol25 structures with the same formula, charge and spin**: 0.000 eV
**E**: -28492.53378 eV

***

No. 4
# C30H70O24

13 unconnected molecules or ions with the total composition C30H70O24 in a non-equilibrium geometry (the ωB97M-V functional and the def2-TZVPD basis, the Open Molecules 2025 dataset).

Structure (XYZ):
```
124
Properties=species:S:1:pos:R:3:lowdin_charge:R:1
C 15.58552 16.56498 12.67913 -0.119
C 14.77313 16.52175 13.96166 -0.078
O 15.71591 17.00568 14.93092 0.061
C 16.86616 17.34900 14.34094 -0.579
O 17.73508 18.03386 14.83480 0.111
O 16.87458 16.89295 13.05344 0.049
H 15.31340 17.44059 12.05426 0.133
H 15.58381 15.64221 12.14696 0.096
H 14.45630 15.53170 14.23620 0.110
H 13.98395 17.25471 13.83932 0.110
C 22.23267 18.17330 17.15943 -0.114
C 21.22944 18.37531 16.01013 -0.102
O 21.84524 17.68977 14.89684 0.031
C 23.18086 17.75254 15.12460 -0.563
O 23.94175 17.57645 14.25769 0.181
O 23.44163 18.15455 16.41920 0.053
H 22.10406 17.20588 17.69193 0.133
H 22.21587 18.99112 17.86087 0.124
H 21.20998 19.43185 15.70312 0.130
H 20.14276 18.10175 16.09968 0.125
C 22.84713 15.26764 12.82462 -0.038
C 23.00772 16.03102 11.48653 -0.049
O 22.05924 15.41404 10.56623 0.086
C 21.61520 14.29327 11.10201 -0.658
O 20.93900 13.48244 10.54130 0.131
O 21.98999 14.15279 12.35079 0.045
H 22.30333 15.67679 13.63833 0.094
H 23.69005 14.76727 13.20213 0.117
H 24.05172 15.84376 11.11901 0.152
H 22.76970 17.01558 11.67143 0.097
C 18.09997 13.63901 16.65532 -0.119
C 17.99233 15.04435 17.19706 -0.103
O 19.34933 15.52647 17.17679 0.043
C 20.19886 14.50872 16.84425 -0.552
O 21.36144 14.67346 16.77542 0.160
O 19.51764 13.32320 16.57884 0.033
H 17.73363 13.41325 15.65414 0.104
H 17.65466 12.93183 17.38131 0.133
H 17.59898 15.06653 18.21123 0.134
H 17.39658 15.61248 16.50481 0.103
C 11.66212 16.68951 15.02968 -0.108
O 11.79245 17.38001 13.79191 -0.225
C 11.05504 18.61056 13.95036 -0.181
C 10.98776 19.30475 12.57717 -0.202
O 10.22043 18.52147 11.69541 -0.195
C 8.77723 18.64678 11.88788 -0.056
H 10.68415 16.85046 15.44504 0.074
H 12.41415 17.05595 15.79917 0.100
H 11.86950 15.61453 14.88228 0.101
H 11.51879 19.24815 14.69044 0.126
H 10.05111 18.36121 14.32191 0.113
H 12.01934 19.37862 12.17960 0.132
H 10.63508 20.33885 12.69373 0.123
H 8.42237 17.90728 12.60302 0.089
H 8.34219 18.45489 10.93304 0.074
H 8.55131 19.68815 12.04271 0.083
C 18.90431 14.12571 13.49059 -0.078
O 18.01346 13.04676 13.29875 -0.211
C 18.69674 11.90183 12.96271 -0.188
C 17.80771 11.02287 12.14993 -0.200
O 16.78721 10.56444 12.98509 -0.190
C 15.99735 9.56501 12.38616 -0.098
H 19.84636 13.83004 14.06475 0.119
H 18.41486 14.97053 14.07518 0.114
H 19.31006 14.59568 12.58783 0.081
H 18.97271 11.35358 13.84090 0.137
H 19.57625 12.18759 12.40549 0.122
H 18.31479 10.14138 11.78993 0.129
H 17.49537 11.51112 11.25917 0.109
H 16.57673 8.62475 12.33383 0.093
H 15.69317 9.82438 11.39152 0.083
H 15.17012 9.32111 13.07651 0.098
C 14.49976 18.24658 9.26630 -0.142
O 15.48188 17.30591 9.04269 -0.182
C 15.02857 16.03759 8.69644 -0.225
C 16.19908 15.09467 8.55294 -0.170
O 16.43198 14.63002 9.90856 -0.212
C 17.80160 14.15378 10.03984 -0.086
H 13.70037 18.26756 8.41286 0.114
H 14.91396 19.28080 9.31563 0.092
H 13.94572 17.96694 10.20854 0.083
H 14.45426 16.00209 7.74588 0.130
H 14.38253 15.59358 9.50710 0.138
H 17.13139 15.52736 8.16214 0.127
H 15.97616 14.21043 7.94665 0.124
H 18.12333 13.28679 9.47926 0.090
H 18.05800 14.11228 11.11711 0.066
H 18.51491 14.88977 9.70653 0.076
C 15.46546 10.37533 16.20042 -0.115
O 14.90857 11.55079 15.58718 -0.144
H 15.99314 10.56960 17.12017 0.066
H 14.55598 9.81458 16.53127 0.096
H 16.07775 9.83678 15.56344 0.044
H 15.52893 11.83484 14.89223 0.050
C 14.14764 14.78960 17.52706 -0.117
O 15.10230 14.07119 16.74260 -0.142
H 13.81283 15.66769 16.93879 0.061
H 13.32092 14.07999 17.78396 0.097
H 14.58277 15.05862 18.45382 0.056
H 14.75511 13.29043 16.30357 0.032
C 11.10562 14.65054 11.21316 -0.172
O 12.20002 15.44994 11.53152 -0.141
H 10.61863 14.39315 12.12768 0.069
H 10.45898 15.14127 10.49211 0.076
H 11.28316 13.70429 10.69096 0.082
H 11.85771 16.29174 11.90856 0.068
C 17.64298 20.76630 17.51235 -0.111
O 16.87454 21.34301 16.42308 -0.123
H 18.20999 21.56494 17.95912 0.068
H 16.96507 20.28681 18.17027 0.064
H 18.35999 20.00884 17.07602 0.079
H 17.31317 22.09640 16.06638 0.055
C 16.49848 20.16531 12.87766 -0.111
O 15.61724 19.82850 13.99979 -0.128
H 17.10142 21.08177 12.96564 0.073
H 17.25458 19.38154 12.76623 0.068
H 15.84351 20.31214 12.01153 0.075
H 16.18150 19.57583 14.74190 0.035
C 14.74667 13.20964 12.30210 -0.130
O 15.37266 13.42516 13.53420 -0.140
H 14.02034 13.99262 12.11782 0.056
H 15.54788 13.17033 11.59041 0.061
H 14.17794 12.21324 12.27519 0.109
H 16.31774 13.46170 13.32944 0.042
```

**HOMO energy**: -9.50 eV
**Kohn-Sham gap**: 10.12 eV
**Total charge**: 0
**Spin multiplicity**: 1
**E**: -81378.22908 eV

***

> Which of these has the lowest total charge?

C4H18N2O5S